# 1
C5H13Cl4N3O6 | the ωB97M-V functional and the def2-TZVPD basis

The geometry in XYZ format:
```
31
Properties=species:S:1:pos:R:3:forces:R:3
C -9.426090 -18.901910 -26.712610 0.0826 -0.3995 0.4199
N -9.256650 -20.358010 -27.082020 1.6834 -1.8257 -1.9974
O -9.906710 -21.254190 -26.523950 0.5633 1.7185 -0.1598
O -8.407950 -20.636800 -27.968310 -1.9075 1.0313 2.0927
H -9.256460 -18.859080 -25.636740 -0.2130 -0.0113 -0.0377
H -10.441020 -18.586690 -26.954780 0.1115 -0.1991 -0.0069
H -8.670520 -18.290880 -27.206420 -0.1802 -0.4324 -0.2178
C -10.174640 -22.423180 -23.349400 -0.8869 0.1220 -1.0575
N -11.053890 -23.028690 -24.471880 -1.0671 0.9497 1.0980
O -10.688570 -24.097360 -24.899520 0.7151 -1.0931 -0.6518
O -12.080390 -22.494250 -24.856070 1.2284 -0.0692 0.6072
H -10.110950 -23.119640 -22.513350 -0.1961 -0.0587 -0.2836
H -10.676590 -21.496200 -23.072160 0.3454 -0.1523 -0.0387
H -9.209100 -22.294420 -23.838520 -0.0764 0.1897 0.2676
C -12.494950 -19.204980 -21.940960 0.2165 2.2888 -1.1694
N -12.297900 -20.448320 -21.302860 0.5097 -2.9271 1.6807
O -11.381820 -20.500830 -20.458890 -1.5376 -0.3216 -1.3326
O -12.990630 -21.408750 -21.673790 1.1138 1.2889 0.7013
H -11.767150 -18.514550 -21.514690 -0.2729 0.0285 -0.1222
H -13.508210 -18.808860 -21.873840 0.0168 -0.4120 0.2532
H -12.278480 -19.370180 -22.996400 -0.0652 0.0737 -0.0457
C -7.717010 -24.331750 -26.132440 0.5397 -0.5223 0.8537
Cl -8.357180 -25.681480 -26.973170 -0.6134 -0.1062 -0.7614
Cl -7.411270 -24.820110 -24.455120 -0.1939 0.8695 -0.4641
H -6.768340 -24.070820 -26.601540 0.4334 -0.1255 -0.0324
H -8.307320 -23.423400 -26.252960 -0.5422 -0.0022 0.2381
C -12.906860 -24.530390 -28.198990 0.3143 -0.2369 -0.7985
Cl -14.633100 -24.427130 -28.645140 0.8433 -0.2574 0.5928
Cl -12.297830 -26.250070 -28.269570 -0.3319 0.6380 0.1805
H -12.364790 -24.019730 -28.994900 -0.0524 -0.0244 0.2917
H -12.634440 -24.155740 -27.212310 -0.5805 -0.0216 -0.1001
```
Positions in Å, forces in eV/Å.

Summary:
Multiplicity: 2
Charge: +1
Expectation value of S²: 0.7535
Gap between HOMO and LUMO (spin up / spin down): 10.198 / 2.997 eV
Energy relative to the best compared isomer or geometry (same formula, charge and spin): 0.0 kJ/mol
Maximum force: 0.0664 Eh/bohr
Electronic energy: -72221.199 eV

natural (NBO) population analysis, charges in e, atoms 1 to 4:
1. C -0.477
2. N 0.519
3. O -0.417
4. O -0.355


# 2
C5H13ClFeI2N2O2P | the ωB97M-V functional and the def2-TZVPD basis

The geometry in XYZ format:
```
27
Properties=species:S:1:pos:R:3:forces:R:3
I -2.001950 -0.685240 0.953645 0.1607 -0.3827 -0.1990
I -0.018956 -2.256487 0.330482 -0.5287 -0.0017 -0.2224
Fe 0.970132 2.067592 -1.976999 -1.0630 -0.7301 -1.8311
P 1.690902 1.988647 0.158824 0.4790 0.1141 0.8511
C 2.212981 1.902449 1.908841 -0.0150 0.0185 0.3853
C 3.170954 1.980965 -0.955528 0.5093 -0.0881 1.0996
H 0.654627 3.744116 -1.280832 -0.0913 1.0461 0.4021
H 1.936601 4.434396 -0.168267 -0.4988 -0.2005 -0.3776
H 0.331972 3.932080 0.472591 0.0357 0.1422 -0.4958
C 1.114476 3.702971 -0.266068 0.2666 0.1325 1.3968
H 2.844504 1.872388 -2.017978 1.1361 0.0124 0.0447
H 3.809083 2.874348 -0.807043 -0.3908 -0.4316 -0.4324
H 2.945308 2.660066 2.241674 -0.3230 -0.1898 -0.5050
H 2.632817 0.899999 2.096291 -0.1902 0.3807 -0.1942
H 3.742090 1.085982 -0.670891 -0.0774 0.1524 -0.4949
H 1.307402 1.997258 2.534562 0.3506 -0.0334 -0.3174
C 0.685952 -0.849575 3.072572 -0.7674 -0.4824 1.6250
O 0.045581 -1.281885 3.903532 0.9275 0.5693 -1.1058
Cl 0.311018 2.011911 -3.996883 0.0379 -0.1006 0.4397
N -2.708487 -4.643937 -1.267672 -0.4235 0.7272 1.4018
C -3.265467 -3.817873 -0.307914 -1.2687 -0.2572 -1.9932
N -4.472776 -3.236779 -0.678743 1.5795 -1.2378 0.0563
O -2.689113 -3.530333 0.749238 0.4070 0.3815 -0.0469
H -3.360833 -5.136109 -1.865924 0.3400 -0.0109 -0.0525
H -1.914115 -5.158415 -0.923703 -0.0036 -0.3247 -0.1865
H -4.922446 -2.765740 0.071065 -0.6682 0.2479 0.4364
H -5.052255 -3.792796 -1.308873 0.0800 0.5465 0.3160
```
Positions in Å, forces in eV/Å.

Summary:
Multiplicity: 6
Charge: +2
Expectation value of S²: 8.7712
Gap between HOMO and LUMO (spin up / spin down): 7.684 / 5.669 eV
Maximum force: 0.0462 Eh/bohr
Electronic energy: -84853.343 eV

natural (NBO) population analysis, charges in e, atoms 1 to 4:
1. I 0.360
2. I 0.354
3. Fe 1.225
4. P 0.700


# 3
C5H13F6N2OZr | the ωB97M-V functional and the def2-TZVPD basis

The geometry in XYZ format:
```
28
Properties=species:S:1:pos:R:3:forces:R:3
C -0.905635 0.503012 -3.012209 -0.7721 -0.0304 -0.3051
Zr 0.133864 0.831815 -1.121124 1.4248 0.5255 -0.4124
N 2.235292 0.581347 0.131879 0.4129 -0.1231 0.1498
N 1.651000 -0.450216 -2.413047 0.3474 -0.0735 -0.3305
H 2.243484 -0.303161 0.654410 0.0893 0.3953 -0.2371
H 0.286746 1.388718 1.762118 -0.5875 0.2207 0.2259
H -1.796041 1.169800 -2.966829 0.2551 -0.1277 -0.0011
H -1.311639 -0.509297 -3.170707 0.1304 0.1534 0.1555
H -0.374390 0.767640 -3.932750 -0.0140 0.1407 0.1171
H 1.809936 -1.361947 -1.977646 0.1304 0.1806 -0.0422
H 2.565077 0.006155 -2.537590 -0.3914 -0.3288 0.0914
H 1.319302 -0.653563 -3.359328 -0.0181 0.1070 0.2967
H 3.095194 0.625247 -0.420574 -0.2067 0.0196 0.2210
H 2.350550 1.325014 0.829062 -0.0465 -0.1946 -0.2672
C -2.305689 -1.001434 1.398706 -0.1841 0.5140 0.3853
C -0.902486 -0.418765 1.395354 0.5394 -0.7193 -0.2266
O -0.261163 -0.641966 0.154772 -0.7500 0.6659 0.3156
C -0.770387 1.086234 1.676955 -1.2772 0.8478 0.4257
F -1.548371 1.573916 2.667854 1.0600 -0.6852 -1.0070
F 0.955569 2.597507 -1.168204 -0.5510 -0.5009 -0.0508
F -1.264042 1.798748 0.460562 0.7141 -1.0493 0.6679
C -0.042097 -1.179667 2.437031 0.3509 -1.0668 1.2327
F -0.573377 -1.123304 3.691472 0.4687 0.0548 -1.3598
F 0.082638 -2.484723 2.085462 -0.2610 1.2239 0.2902
F 1.243534 -0.698826 2.534230 -0.9539 -0.0220 -0.1854
H -2.873971 -0.630944 0.540495 0.1336 -0.0097 0.1495
H -2.818094 -0.710770 2.326986 0.0421 -0.2324 -0.3072
H -2.224797 -2.086565 1.332673 -0.0858 0.1144 0.0082
```
Positions in Å, forces in eV/Å.

Summary:
Charge: +1
Gap between HOMO and LUMO: 10.422 eV
Maximum force: 0.0324 Eh/bohr
Electronic energy: -28007.128 eV

natural (NBO) population analysis, charges in e, atoms 1 to 4:
1. C -1.249
2. Zr 2.402
3. N -1.083
4. N -1.082


# 4
C5H13F6OPS | the ωB97M-V functional and the def2-TZVPD basis

The geometry in XYZ format:
```
27
Properties=species:S:1:pos:R:3:forces:R:3
C -2.450518 0.759381 2.124360 0.2134 -0.4996 0.1984
C -0.942723 0.711906 1.966960 -0.2788 0.4419 -0.2705
O -0.505126 -0.637017 2.219775 0.1514 0.2282 0.0716
C 0.853100 -0.799042 2.161897 -0.2286 0.0298 0.2433
S 1.493837 -1.420013 0.534062 0.6293 -0.0815 -0.0278
C 0.140253 -2.048730 -0.481380 -0.2829 0.0882 -0.5918
C -0.940029 -1.062693 -0.912437 0.0689 -0.0439 0.4539
H -2.875173 -0.152054 1.696342 -0.0557 0.1771 -0.1457
H -2.867852 1.628090 1.617931 0.0085 -0.0096 0.1058
H -2.723376 0.753714 3.180795 -0.0521 0.1630 -0.0718
H -0.453470 1.394198 2.670894 0.0411 -0.1472 0.0137
H -0.656605 1.026693 0.957020 0.0754 -0.1752 0.0160
H 1.425429 0.113580 2.361082 -0.0108 -0.0442 -0.1045
H 1.159291 -1.567557 2.872277 -0.0591 -0.0630 -0.1373
H 1.867076 -0.301986 -0.151070 -0.2962 0.0184 -0.1776
H 0.685777 -2.387317 -1.367703 0.1090 -0.0125 0.1558
H -0.251465 -2.931687 0.025940 0.1390 0.0818 0.1153
H -1.358109 -1.399433 -1.860475 -0.0408 -0.0035 0.0781
H -0.525778 -0.073237 -1.076634 -0.0399 -0.0231 -0.1475
H -1.721266 -0.992895 -0.156779 -0.0324 -0.0505 -0.1192
F 3.004826 1.775961 -3.155049 -0.0842 -0.8707 -0.5606
P 1.518512 1.371208 -2.661338 0.2029 0.0908 -0.0346
F 0.801039 0.167610 -3.511691 0.7434 0.2287 -0.5648
F 1.055048 2.364444 -3.839271 -0.1369 0.7522 0.6583
F 0.024115 1.614696 -2.009407 -0.1901 -0.7567 0.3070
F 1.943986 2.074213 -1.221119 0.1007 0.7240 -0.4184
F 2.299200 0.017967 -1.984982 -0.6946 -0.2429 0.9548
```
Positions in Å, forces in eV/Å.

Summary:
Gap between HOMO and LUMO: 11.290 eV
Maximum force: 0.0234 Eh/bohr
Electronic energy: -43875.035 eV

natural (NBO) population analysis, charges in e, atoms 1 to 4:
1. C -0.629
2. C -0.079
3. O -0.518
4. C -0.158


# 5
C5H13FN2O2Ta | the ωB97M-V functional and the def2-TZVPD basis

The geometry in XYZ format:
```
24
Properties=species:S:1:pos:R:3:forces:R:3
N 3.709234 -0.511560 -0.523004 -0.1976 0.2014 -0.0014
C 2.787224 -0.535732 0.631931 -0.0743 0.1516 -0.0101
C 1.433571 -1.138178 0.245064 -0.0820 0.0742 -0.0491
C 0.456686 -0.110740 -0.370086 0.2147 -0.5756 -0.3809
Ta -1.548932 -0.978797 -0.994301 0.4626 0.2474 0.2433
C -2.828225 0.375118 0.464332 -0.3597 0.0502 0.1529
O -4.001002 0.119445 0.654366 0.6043 -0.0204 0.0917
N -2.296265 1.445069 1.355435 -0.4379 0.2737 -0.1550
C -1.844152 2.634210 0.879673 0.3083 -0.0116 0.2974
O -1.772807 3.678912 1.464826 -0.0347 -0.2908 -0.3029
F -1.415939 2.519206 -0.391825 0.0208 0.1325 0.0664
H 4.248214 0.347509 -0.507155 0.0900 -0.0985 0.0270
H 3.142869 -0.439608 -1.364080 0.0389 -0.0643 0.0057
H 2.599456 0.480342 1.005099 0.0356 -0.0693 0.0798
H 3.248007 -1.098874 1.451086 0.0281 -0.0541 -0.1241
H 1.604229 -1.939542 -0.481692 0.0252 -0.0993 0.1527
H 0.979191 -1.599593 1.127038 0.0361 -0.0043 -0.0664
H 0.309206 0.688652 0.369039 -0.1953 0.0227 -0.0864
H 0.943814 0.352908 -1.238777 -0.0820 0.0761 0.0270
H -1.578154 -2.342118 0.293296 -0.3631 0.1144 0.0047
H -3.038308 -1.766526 -1.789306 0.4178 -0.0304 -0.2801
H -1.700313 0.291454 -2.346825 -0.4019 -0.1349 0.0973
H -0.558440 -2.070398 -2.106520 -0.0338 0.2177 0.2208
H -2.879165 1.598840 2.172387 -0.0201 -0.1085 -0.0102
```
Positions in Å, forces in eV/Å.

Summary:
Charge: -1
Gap between HOMO and LUMO: 7.599 eV
Maximum force: 0.0141 Eh/bohr
Electronic energy: -16736.149 eV

natural (NBO) population analysis, charges in e, atoms 1 to 4:
1. N -0.841
2. C -0.214
3. C -0.419
4. C -1.016


# 6
C5H13FN2S | the ωB97M-V functional and the def2-TZVPD basis

The geometry in XYZ format:
```
22
Properties=species:S:1:pos:R:3:forces:R:3
C 1.811677 -2.359043 0.548335 -0.6404 -0.4503 -0.7362
C 0.753762 -1.454071 -0.086093 2.7397 -0.8708 1.9620
N 1.056119 -0.050058 0.062586 -0.8957 -0.0626 0.4150
S 2.451701 0.512246 0.588025 0.5830 0.6065 -1.1037
F 3.462613 0.750440 -0.837576 -0.9117 -0.3850 1.1095
C -0.042777 0.683762 -0.596364 0.5431 2.2551 0.3565
C 0.313333 2.163258 -0.593087 0.6861 -0.0255 -2.1665
N -1.325443 0.456751 0.024226 -1.6884 -0.4577 0.5407
C -1.289482 0.509617 1.494347 -0.4292 2.9462 0.2619
H 2.705396 -2.489190 -0.017382 0.5795 -0.1756 -0.6380
H 2.128838 -1.984325 1.476565 0.3199 0.9038 1.2776
H 1.393253 -3.316323 0.833487 -0.2012 -0.4130 -0.5225
H 0.635225 -1.517587 -1.109848 -0.4460 -1.2946 -2.1720
H -0.097367 -1.727264 0.456468 -1.8556 0.1813 0.3276
H -0.169015 0.294423 -1.586391 0.4345 -0.1419 -0.8431
H -0.137752 2.626499 0.225904 -0.6460 0.8560 1.3463
H 1.382625 2.405387 -0.593120 -0.3076 -0.2684 -0.0038
H -0.077296 2.602740 -1.514876 -0.1914 0.1184 0.1530
H -2.222648 0.855739 -0.477178 2.9481 -0.9402 1.5282
H -0.539203 -0.191000 1.947821 -1.0097 0.5301 -0.5141
H -2.331998 0.376749 1.824742 0.6103 -0.4667 0.2294
H -1.036085 1.628423 1.910336 -0.2212 -2.4453 -0.8078
```
Positions in Å, forces in eV/Å.

Summary:
Gap between HOMO and LUMO: 9.458 eV
Energy relative to the best compared isomer or geometry (same formula, charge and spin): 0.0 kJ/mol
Maximum force: 0.0677 Eh/bohr
SMILES: CCN(SF)[C@H](C)NC
Electronic energy: -21926.698 eV

natural (NBO) population analysis, charges in e, atoms 1 to 4:
1. C -0.625
2. C -0.219
3. N -0.611
4. S 0.782


# 7
C5H13N | the ωB97M-V functional and the def2-TZVPD basis

The geometry in XYZ format:
```
19
Properties=species:S:1:pos:R:3:forces:R:3
C 0.520646 0.830198 -1.451145 -0.7624 0.5997 -0.0563
C -0.612571 0.089147 -1.269408 1.3419 -1.8697 -4.2316
C -0.770700 -1.138202 -0.490323 0.2999 2.2180 1.3770
C -1.691462 -0.203347 0.477143 0.4648 -2.4253 3.3339
C -0.819315 0.506805 1.527199 0.4598 0.1819 -1.0553
H 1.414751 0.376846 -1.862145 0.7082 -0.1451 1.5463
H 0.396000 1.904163 -1.601155 -0.0051 -0.3276 -1.0471
H -1.244887 0.011132 -2.165481 -1.6576 1.7157 1.1234
H 0.139876 -1.299513 0.097019 -0.2761 -0.5279 -0.0220
H -1.295962 -2.043749 -0.763082 -0.0409 0.1933 -0.6192
H -2.063541 -0.997744 1.135798 -0.8102 -0.1864 -0.1794
H -2.570391 0.348333 0.174009 0.2325 0.0623 -0.8514
H -1.349690 0.910159 2.382953 -0.2877 0.1222 -0.1159
H -0.095187 -0.219856 1.891785 -0.0076 0.0003 0.1905
H -0.239287 1.268405 1.011856 0.1441 0.4046 0.3329
N 2.827343 -0.169022 0.643569 0.8740 0.1232 -0.1367
H 2.439907 -0.362271 1.552015 -0.5039 -0.1419 -0.0954
H 2.152930 -0.095849 -0.111395 -0.1673 0.0473 0.6504
H 3.288917 0.729422 0.729173 -0.0064 -0.0448 -0.1440
```
Positions in Å, forces in eV/Å.

Summary:
Gap between HOMO and LUMO: 8.388 eV
Energy relative to the best compared isomer or geometry (same formula, charge and spin): 438.9 kJ/mol
Maximum force: 0.0937 Eh/bohr
SMILES: C=CCCC.N
Electronic energy: -6881.648 eV

natural (NBO) population analysis, charges in e, atoms 1 to 4:
1. C -0.566
2. C -0.147
3. C -0.420
4. C -0.407


# 8
C5H13N | the ωB97M-V functional and the def2-TZVPD basis

The geometry in XYZ format:
```
19
Properties=species:S:1:pos:R:3:forces:R:3
C 0.883015 -2.193136 2.151623 -0.7157 -0.4680 0.2531
C 1.376109 -1.509747 1.133733 0.6158 0.5762 0.0354
N 1.327767 -1.885822 -0.191968 0.1510 -0.0603 0.7804
H 0.347162 -3.118035 1.977078 -0.0132 -0.1135 0.0067
H 0.882547 -1.832465 3.164822 0.2442 0.1577 0.0516
H 1.917331 -0.587504 1.333406 -0.0363 -0.0313 -0.1402
H 0.584156 -2.527112 -0.400487 0.1257 0.1112 -0.6618
H 1.710014 -1.245578 -0.859135 -0.4027 -0.1619 -0.3392
C -1.238254 1.262181 0.500241 0.5607 0.9755 -0.1133
C -0.317438 1.511044 -0.684878 1.0548 0.9249 0.2759
C -0.854462 1.166752 -2.056538 0.0411 0.9417 -0.3466
H -1.537386 0.234245 0.650175 -0.2446 -0.1619 -0.0743
H -0.729175 1.628697 1.391554 0.0466 -0.3086 0.2219
H -2.063160 1.967865 0.379238 -0.4719 -0.5309 0.0446
H -0.040326 2.581192 -0.629092 -0.5977 -0.0589 -0.3524
H 0.703150 1.138577 -0.543795 -0.2477 -0.8574 0.0761
H -0.184395 1.544523 -2.829890 0.3925 -0.3802 -0.0175
H -1.746732 1.760879 -2.285536 -0.3268 -0.4892 0.3274
H -1.019924 0.103445 -2.200551 -0.1758 -0.0650 -0.0276
```
Positions in Å, forces in eV/Å.

Summary:
Gap between HOMO and LUMO: 9.180 eV
Energy relative to the best compared isomer or geometry (same formula, charge and spin): 114.0 kJ/mol
Maximum force: 0.0278 Eh/bohr
SMILES: C=CN.CCC
Electronic energy: -6885.015 eV

natural (NBO) population analysis, charges in e, atoms 1 to 4:
1. C -0.538
2. C 0.015
3. N -0.829
4. H 0.183